Record 1
Computed, not measured: 8 unconnected molecules or ions with the total composition C31H73Br2F5N3O11, with ωB97M-V/def2-TZVPD.

Summary:
Total charge = +1
Gap between HOMO and LUMO = 0.2363 hartree
Spin multiplicity = 1

```
125
Properties=species:S:1:pos:R:3:forces:R:3
C -0.46340 2.06608 1.59071 -0.8 0.1 -0.3
C -1.43782 1.60381 0.53025 0.6 -2.0 -1.0
O -1.18166 0.70883 -0.28642 -0.6 2.1 1.3
O -2.63929 2.24451 0.52459 1.5 0.5 -0.4
C -3.10757 2.61652 -0.78720 -1.3 -0.4 0.3
C -3.82585 3.96762 -0.62908 -0.1 -0.3 -0.3
C -3.22165 5.14362 -1.39153 0.0 -0.8 -0.4
N -2.07079 5.78978 -0.70703 0.8 -0.3 0.0
F -1.88500 6.99070 -1.38701 -0.6 -0.2 -0.5
C -2.30021 6.18428 0.75441 -0.5 2.1 0.8
N -1.64366 7.46109 0.94942 -0.7 -0.3 0.9
C -0.76597 5.03851 -0.86291 0.9 0.2 0.2
C 0.37433 6.04476 -1.00532 0.3 -0.3 0.3
C 1.78080 5.45025 -0.88592 0.2 0.2 -0.5
F 2.53253 6.19807 -1.76319 0.3 0.0 0.1
Br 1.97378 3.60745 -1.47671 -0.3 0.0 0.3
C 2.45429 5.62998 0.49541 0.1 -0.6 0.8
F 3.62587 4.95248 0.55314 0.0 0.0 -0.3
F 2.77758 6.92447 0.64637 -0.3 0.0 -0.1
Br 1.34371 5.09182 2.00130 0.2 0.7 -0.8
H -0.89313 2.88822 2.15915 0.1 -0.1 0.1
H -0.20717 1.24503 2.25501 0.1 -0.1 -0.1
H 0.43353 2.42523 1.08386 0.1 -0.2 0.0
H -3.86132 1.87771 -1.06313 0.1 0.0 -0.2
H -2.33444 2.57799 -1.55341 0.2 0.1 0.2
H -3.95566 4.13715 0.43776 0.0 0.2 0.0
H -4.83073 3.83079 -1.03532 0.0 0.2 0.0
H -2.83089 4.75597 -2.33412 0.1 0.2 0.0
H -3.94626 5.90158 -1.67793 0.0 0.2 0.6
H -3.37542 6.33705 0.88333 -0.1 -0.7 -0.3
H -1.92741 5.43566 1.44793 0.2 -0.2 -0.2
H -1.45853 7.56541 1.96225 0.9 -0.6 0.0
H -2.34007 8.16550 0.72575 0.3 0.2 -0.1
H -0.53383 4.48712 0.04894 -0.6 -0.1 0.1
H -0.80261 4.35304 -1.70345 -0.3 0.1 -0.1
H 0.26956 6.78785 -0.21166 0.0 0.1 -0.1
H 0.37539 6.53245 -1.97507 -0.2 0.0 0.0
C 3.84728 -1.46661 -1.13233 0.2 0.0 -0.1
C 3.69560 -0.17765 -0.33676 -0.5 -0.4 0.0
C 3.30997 -0.45990 1.10764 0.0 0.1 0.2
O 2.70544 0.64758 -0.94168 0.3 0.3 0.0
H 2.90554 -2.01700 -1.15538 0.0 0.0 0.1
H 4.11561 -1.24841 -2.16653 0.1 0.0 0.0
H 4.61804 -2.10972 -0.70059 0.0 0.0 0.0
H 4.63234 0.38125 -0.36334 -0.1 0.1 0.0
H 2.34832 -0.98037 1.15570 0.0 -0.1 -0.1
H 3.19728 0.47256 1.66315 0.1 0.0 -0.1
H 4.06533 -1.07430 1.60631 0.0 0.0 0.0
H 1.86684 0.16814 -0.92882 0.0 -0.3 -0.1
C -6.35680 2.70673 -3.55592 0.0 0.0 0.1
O -7.17162 3.59034 -2.80845 0.1 0.0 -0.1
C -7.39013 4.83246 -3.46853 -0.2 0.0 0.4
C -8.76097 4.89112 -4.10572 0.1 0.1 -0.4
O -8.86847 3.97602 -5.18283 0.0 -0.2 0.2
C -9.58496 2.79974 -4.84251 0.0 0.0 -0.1
H -6.40314 1.72457 -3.08705 0.0 0.0 0.1
H -6.69252 2.61562 -4.59054 0.0 0.0 0.0
H -5.31506 3.05543 -3.53893 0.0 -0.1 -0.1
H -6.61156 5.01848 -4.21492 0.0 0.0 -0.1
H -7.32291 5.61641 -2.70675 0.0 0.0 0.0
H -8.91229 5.89280 -4.51914 0.0 0.0 0.1
H -9.54126 4.71132 -3.36092 0.0 0.0 0.1
H -10.65305 3.02071 -4.75324 0.0 -0.1 0.1
H -9.22299 2.36096 -3.90961 0.0 0.0 0.0
H -9.44389 2.07921 -5.64605 0.0 0.1 0.0
F -0.22226 6.61295 3.38924 -0.9 0.0 -0.3
O 0.45590 -1.27669 -1.41345 0.0 0.2 -0.2
H 0.49135 -1.25877 -2.37669 0.1 -0.1 0.0
H -0.21024 -0.61118 -1.18588 -0.1 0.0 0.2
C 0.20264 -7.11550 -7.36353 0.0 0.0 0.1
O -0.11508 -6.28272 -6.27101 0.0 -0.1 0.1
C -1.35405 -5.62116 -6.45713 0.4 0.1 0.0
C -1.76528 -4.90645 -5.18867 -0.3 0.0 0.0
O -2.41768 -5.75411 -4.25298 0.1 0.0 0.0
C -1.56972 -6.62349 -3.51543 -0.3 0.0 0.1
C -0.82406 -5.92354 -2.39970 0.4 -0.1 -0.2
O 0.34400 -5.29892 -2.90204 0.0 0.1 -0.1
C 0.95388 -4.47611 -1.93249 -0.1 -0.1 -0.1
H 0.25513 -6.53862 -8.29377 0.0 -0.1 0.0
H 1.17589 -7.56248 -7.17182 0.0 0.0 0.0
H -0.53638 -7.91826 -7.46606 0.0 0.0 -0.1
H -2.12592 -6.34764 -6.73917 -0.1 0.1 0.0
H -1.23450 -4.88700 -7.26652 -0.2 0.0 0.0
H -2.50795 -4.15147 -5.45508 0.0 0.0 0.0
H -0.91921 -4.38955 -4.73095 0.1 -0.1 -0.1
H -0.88704 -7.16325 -4.17436 0.1 0.1 0.0
H -2.23941 -7.35667 -3.06135 0.0 0.0 0.0
H -0.51943 -6.66488 -1.64639 -0.1 0.0 0.1
H -1.47527 -5.17486 -1.93133 -0.1 -0.1 0.0
H 0.29051 -3.65413 -1.65334 0.0 0.0 0.2
H 1.86085 -4.05876 -2.36671 0.0 0.0 0.0
H 1.22364 -5.05904 -1.04169 0.0 0.1 0.0
C 3.13798 -1.46728 6.30417 -0.3 -0.1 -0.1
C 4.05196 -2.62627 6.64634 0.1 0.3 0.1
N 3.64495 -3.95926 6.05514 -0.3 -0.2 0.1
C 2.30015 -4.32536 6.62190 0.1 0.0 -0.2
C 4.57974 -5.04813 6.54524 0.4 0.1 0.0
C 6.03437 -4.96573 6.11412 0.1 -0.1 -0.1
C 3.46736 -3.94906 4.54548 0.1 0.2 0.0
C 4.61750 -3.45953 3.68388 0.1 0.1 -0.2
O 4.93873 -2.11841 3.96951 0.1 -0.2 0.1
C 6.31745 -1.79404 3.80657 0.0 0.2 0.1
H 2.13593 -1.59755 6.71201 0.0 0.0 0.1
H 3.54539 -0.56070 6.74936 0.1 0.0 0.0
H 3.05415 -1.29380 5.23452 0.1 0.0 0.0
H 4.06860 -2.76997 7.72809 0.0 -0.2 0.0
H 5.06752 -2.41484 6.33413 0.0 -0.1 -0.1
H 2.36587 -4.30411 7.70612 0.0 0.0 0.0
H 2.04472 -5.32351 6.27620 0.0 0.0 0.0
H 1.55840 -3.61805 6.26871 0.0 0.0 0.0
H 4.15367 -5.99542 6.21803 -0.1 0.0 0.0
H 4.52565 -5.00913 7.63244 -0.1 0.0 0.0
H 6.18507 -5.39137 5.12558 0.0 0.1 0.0
H 6.63061 -5.57773 6.79046 -0.1 0.0 0.1
H 6.44726 -3.95974 6.14088 0.0 0.0 0.0
H 2.59771 -3.32185 4.36000 0.0 0.0 0.0
H 3.21636 -4.97357 4.27087 0.0 0.0 0.0
H 4.28422 -3.51413 2.63953 -0.2 -0.2 0.1
H 5.48877 -4.10661 3.75930 0.0 0.0 0.1
H 6.84809 -2.52273 3.19285 -0.1 0.0 0.0
H 6.79538 -1.73468 4.79002 0.1 0.0 0.0
H 6.38571 -0.81579 3.33499 0.0 0.0 0.0
O 3.06235 2.50491 2.92104 0.2 -0.2 0.2
H 3.37075 2.12588 3.74998 0.0 0.0 0.0
H 3.59026 3.30391 2.81147 -0.1 0.1 -0.1
```
Positions in Å, forces in eV/Å.



Record 2
Computed, not measured: 2 unconnected molecules or ions with the total composition C2H4NP, with ωB97M-V/def2-TZVPD.

Summary:
Gap between HOMO and LUMO (alpha / beta) = 0.3275 / 0.3256 hartree
Spin multiplicity = 1
Energy above the lowest of the compared OMol25 structures with the same formula, charge and spin = 128.7 kcal/mol

```
8
Properties=species:S:1:pos:R:3:forces:R:3
C 1.31981 -0.16153 0.13118 -0.4 0.5 -0.9
C -0.50801 -0.64089 2.87888 -0.5 0.7 0.1
N 0.93430 0.15295 -0.94088 0.8 -0.7 2.5
P 0.69900 0.26890 -2.58361 -0.9 3.4 -1.0
H -1.20141 -0.35148 2.04535 0.4 -0.2 0.3
H -0.58715 0.22977 3.59296 0.2 -0.5 -0.4
H -0.52103 1.26282 -2.47621 1.9 -1.4 -0.3
H -0.13551 -0.76056 -2.64768 -1.4 -1.8 -0.3
```
Positions in Å, forces in eV/Å.



Record 3
Computed, not measured: C6H6O2 in the gas phase, with ωB97M-V/def2-TZVPD.

Summary:
Gap between HOMO and LUMO = 0.3551 hartree
Spin multiplicity = 1
Energy above the lowest of the compared OMol25 structures with the same formula, charge and spin = 114.3 kcal/mol

```
14
Properties=species:S:1:pos:R:3:forces:R:3
C -1.00420 1.30572 -0.09416 2.3 4.6 -0.8
C 0.36375 1.45986 -0.17235 -3.4 -1.4 0.5
C 1.37971 0.55341 0.28440 1.3 -2.1 2.1
C 1.04858 -0.93064 0.20371 4.3 1.2 2.4
C -0.26350 -1.47534 -0.15851 1.3 -4.7 -0.5
C -1.45723 -1.03560 -0.05179 -5.5 3.6 -3.3
H -1.72761 2.20115 -0.16886 1.8 -0.9 -0.2
H 0.62946 2.38985 -0.48167 0.9 2.7 -0.6
H 2.00832 0.90342 1.22190 -1.4 -0.6 -1.8
H 1.73729 -1.48930 0.98449 -2.1 0.6 -1.7
H -0.65357 -2.58441 -0.30542 2.7 1.3 -0.1
H -2.47450 -1.42892 -0.64441 2.9 0.0 2.4
O -1.78308 0.30994 -0.00418 -2.5 -3.1 1.5
O 2.19658 -0.17913 -0.61316 -2.6 -1.1 0.0
```
Positions in Å, forces in eV/Å.



| no. | total energy (eV) | F_max (eV/Å) |
| --- | --- | --- |
| 1 | -213982.0248 | 2.5 |
| 2 | -12910.9470 | 3.7 |
| 3 | -10408.4528 | 7.3 |